23
Properties=species:S:1:pos:R:3 method="wB97M-V/def2-TZVPD" orbital_gap_ev=9.3 de_lowest_ev=4.714 e_tot_ev=-9999.044
C 1.24074 0.82131 2.83720
C 0.93656 -0.28350 1.83097
N -0.15513 0.04031 1.02591
C -0.11075 0.14161 -0.41957
C 1.10510 0.80317 -0.91617
C -0.56997 -1.23354 -1.29504
C -1.60961 -0.73551 -2.30335
O -2.80693 -0.07876 -1.70837
H 1.10674 0.50095 3.78102
H 0.58572 1.62315 2.49479
H 2.32933 1.22350 2.45202
H 0.61078 -1.05408 2.51514
H 1.84548 -0.46506 1.27099
H -0.97452 -0.74256 1.35862
H -0.98869 0.87496 -0.58982
H 0.70926 1.82246 -0.96513
H 1.82509 0.81718 -0.12181
H 1.24493 0.57586 -2.11080
H 0.32853 -1.68502 -1.68026
H -1.04727 -1.93225 -0.51164
H -1.86922 -1.61825 -2.95056
H -1.19612 0.07122 -3.01603
H -2.54005 0.51283 -0.97811

77
Properties=species:S:1:pos:R:3 method="wB97M-V/def2-TZVPD" orbital_gap_ev=6.9 total_charge=+1 e_tot_ev=-2979215.174
P -2.15882 0.29188 -1.12664
N -0.64189 -0.55369 -1.27188
C -0.82467 -1.63879 -0.68460
S -1.12290 -2.70757 0.35755
H -2.34190 1.47508 -1.80741
H -2.37392 0.41137 0.24628
H -3.09329 -0.65965 -1.56224
C -1.88212 -5.58404 -2.37339
Br -1.65686 -6.73688 -3.88499
Br -2.68178 -3.89644 -2.87655
Br -2.87467 -6.43226 -0.95784
H -0.89606 -5.36942 -1.98553
C 0.96634 3.42469 -1.07341
Br 0.69678 4.55056 0.45585
Br 2.80675 3.06423 -1.40277
Br -0.04496 1.72922 -0.93960
H 0.58100 3.95058 -1.93529
C -2.72744 -2.98696 4.28205
Br -2.56694 -4.31399 2.89593
Br -1.00756 -2.53253 4.99997
Br -3.68211 -1.43190 3.66225
H -3.31217 -3.42280 5.07892
C 0.93583 -4.59378 -6.13289
Br 0.66979 -6.34965 -6.86132
Br -0.69294 -3.58123 -6.13465
Br 1.71604 -4.66248 -4.36627
H 1.65157 -4.09375 -6.77401
C -5.98944 -6.31163 -3.18232
Br -5.76339 -7.46527 -4.70002
Br -6.77699 -4.62354 -3.67081
Br -6.97725 -7.16772 -1.77464
H -5.00368 -6.10153 -2.79372
C 2.99977 -1.32755 5.65340
Br 3.04379 -2.57075 4.17856
Br 2.26433 0.37191 5.13863
Br 2.07539 -2.07913 7.15616
H 4.02200 -1.15506 5.95663
C 3.66751 -0.93312 0.58028
Br 2.96701 -2.13106 -0.75881
Br 5.29512 -0.09695 0.00502
Br 2.35261 0.36688 1.10513
H 3.89783 -1.52428 1.45451
C 4.32562 -5.71358 -7.95853
Br 4.57752 -6.98148 -9.37473
Br 5.98694 -5.19748 -7.14606
Br 3.32619 -4.17605 -8.56043
H 3.73098 -6.19744 -7.19644
C 2.61877 8.16883 1.98433
Br 2.75375 7.75583 0.11104
Br 1.42183 6.96828 2.90701
Br 4.35010 8.23641 2.81151
H 2.18847 9.15568 2.06185
C -3.48709 -0.76767 -6.47697
Br -3.78319 -2.50059 -7.24157
Br -5.10598 0.25894 -6.36442
Br -2.60283 -0.88567 -4.75706
H -2.81252 -0.23747 -7.13344
C -7.53142 3.93151 -5.39230
Br -7.85076 2.20163 -6.17180
Br -9.14710 4.95345 -5.25575
Br -6.63392 3.78482 -3.69315
H -6.86797 4.46386 -6.05733
C -0.31736 10.28115 4.99865
Br -1.34319 11.69673 5.78846
Br 1.07537 10.97267 3.85729
Br 0.37567 9.07541 6.32687
H -0.98742 9.71119 4.37244
C 3.65424 -5.41459 9.64674
Br 4.72564 -6.87001 10.29369
Br 4.72699 -3.87182 9.23322
Br 2.56572 -5.94126 8.14906
H 2.98338 -5.13136 10.44385
C 5.53377 8.69547 6.60896
Br 3.66195 9.11274 6.75042
Br 6.63289 10.24989 6.87391
Br 6.03349 7.25826 7.78569
H 5.70578 8.35273 5.59943

128
Properties=species:S:1:pos:R:3 method="wB97M-V/def2-TZVPD" orbital_gap_ev=4.9 total_charge=+1 de_lowest_ev=0.950 e_tot_ev=-71682.712
C -3.58173 -2.22017 0.03046
C -3.20964 -0.74512 -0.18822
C -1.77664 -0.63438 -0.66710
C -4.08808 -0.24445 -1.33679
C -3.39322 0.09992 1.10080
C -4.30825 1.15493 1.08322
C -4.58029 1.89846 2.22272
C -4.01744 1.53730 3.43917
C -3.17174 0.43487 3.53913
C -2.76199 -0.02681 4.96990
C -2.94201 -1.53740 5.14469
C -3.63913 0.59573 6.06796
C -1.33053 0.43061 5.24881
C -2.71469 -0.15961 2.32492
N -1.51739 -0.99394 2.33421
C -0.19871 -0.59794 2.20348
C 0.13651 0.69425 1.86109
C 1.44418 1.23000 2.18868
C 1.95722 1.17222 3.52782
C 3.30924 1.35049 3.77073
C 4.16851 1.58623 2.67548
N 5.49983 1.10103 2.77325
O 6.21414 1.09222 1.74524
O 5.88905 0.64827 3.87591
C 3.66519 1.88911 1.39952
C 2.30644 1.76920 1.18745
N 0.55786 -1.77901 2.29960
C 2.00076 -1.95799 2.35366
C 2.67465 -2.21945 3.57964
C 2.12326 -2.50129 5.00936
C 2.57338 -3.90431 5.44062
C 0.62275 -2.43928 5.18443
C 2.73626 -1.46399 5.95954
C 4.08072 -2.24380 3.56474
C 4.80918 -1.80791 2.47364
C 4.13468 -1.58349 1.28074
C 2.77610 -1.89157 1.15585
C 2.26268 -2.13346 -0.29488
C 3.41007 -2.50024 -1.24963
C 1.62138 -0.84678 -0.78046
C 1.28011 -3.29345 -0.37717
C -0.37222 -2.83266 2.40344
C -0.10304 -4.26568 2.49050
C 1.16932 -4.88964 2.44779
C 1.26845 -6.28082 2.46835
C 0.11519 -7.07177 2.54461
C -1.14963 -6.46816 2.61354
C -1.25548 -5.08148 2.59882
N -1.60874 -2.36917 2.41338
H -4.61924 -2.28897 0.38067
H -3.48996 -2.76652 -0.91734
H -2.93708 -2.70264 0.77036
H -1.46285 0.41582 -0.70271
H -1.08186 -1.15594 -0.00794
H -1.65916 -1.04685 -1.67756
H -3.84250 0.78702 -1.61557
H -3.91890 -0.86659 -2.22605
H -5.15401 -0.31712 -1.08663
H -4.83585 1.42708 0.16660
H -5.26752 2.74327 2.17350
H -4.28631 2.11705 4.32520
H -2.39569 -2.13395 4.41560
H -2.60655 -1.83400 6.14919
H -4.00589 -1.79487 5.04444
H -3.50707 1.67988 6.13912
H -4.69854 0.36623 5.90537
H -3.35002 0.16936 7.03787
H -1.30518 1.52053 5.39555
H -0.93460 -0.06055 6.14973
H -0.68515 0.21087 4.39160
H -0.62541 1.22711 1.21660
H 1.26694 0.97878 4.35321
H 3.75613 1.23946 4.75347
H 4.34849 2.14443 0.59785
H 1.90926 2.04268 0.20630
H 3.66324 -3.99872 5.46910
H 2.18486 -4.12393 6.44196
H 2.18770 -4.65715 4.74428
H 0.20487 -1.52175 4.76272
H 0.11967 -3.30640 4.74664
H 0.38701 -2.43680 6.25915
H 2.52711 -0.44499 5.61080
H 2.31817 -1.57381 6.96709
H 3.82318 -1.57381 6.03508
H 4.63313 -2.53312 4.46024
H 5.89728 -1.72919 2.52162
H 4.71487 -1.22165 0.42922
H 3.98430 -3.35038 -0.86337
H 2.99134 -2.79722 -2.21866
H 4.09259 -1.66566 -1.43454
H 0.91557 -0.47648 -0.03222
H 2.37839 -0.06511 -0.91697
H 1.07441 -0.98513 -1.72137
H 0.35990 -3.09688 0.17478
H 1.00797 -3.47163 -1.42614
H 1.73696 -4.20502 0.02500
H 2.07390 -4.28820 2.36202
H 2.25854 -6.73860 2.41550
H 0.20817 -8.16059 2.54679
H -2.05779 -7.06844 2.67576
H -2.21920 -4.57382 2.64540
C -1.21322 3.43440 1.99398
C -0.75961 2.86064 0.71116
N -1.54014 3.09740 -0.40232
C -1.22415 2.61459 -1.69537
C -0.09185 1.93568 -2.13503
C -0.13970 1.35876 -3.41886
C -1.26270 1.52877 -4.24839
C -2.37366 2.25989 -3.82487
C -2.34346 2.80321 -2.54178
C -3.33717 3.51927 -1.78627
C -2.81093 3.72111 -0.48316
C -3.53530 4.45698 0.44589
C -4.83058 4.86834 0.10744
C -5.36928 4.61904 -1.16231
C -4.60688 3.97186 -2.13425
H -0.48758 3.18774 2.77230
H -1.30055 4.52760 1.95864
H -2.18396 2.99247 2.26771
H 0.29780 2.92301 0.45466
H 0.77762 1.85902 -1.48842
H 0.70820 0.77564 -3.77930
H -1.25906 1.08765 -5.24689
H -3.25364 2.42431 -4.45120
H -3.12490 4.71441 1.41273
H -5.42313 5.40630 0.84387
H -6.37897 4.95578 -1.39974
H -4.94380 3.81701 -3.16081

99
Properties=species:S:1:pos:R:3 method="wB97M-V/def2-TZVPD" orbital_gap_ev=9.5 de_lowest_ev=2.020 e_tot_ev=-46761.572
C -4.66128 -0.68774 2.38992
O -4.01838 -0.56139 3.62908
C -4.67195 -1.16224 4.71015
C -3.95618 -0.86929 6.04485
C -2.58325 -1.50672 6.10844
N -4.80212 -1.27255 7.15660
H -5.69376 -0.35697 2.53577
H -4.67545 -1.71748 2.00195
H -4.12775 -0.17652 1.59134
H -5.69608 -0.77006 4.78904
H -4.66960 -2.25415 4.56486
H -3.82401 0.21559 6.10946
H -2.69255 -2.58859 6.00237
H -2.11037 -1.20201 7.04667
H -1.83359 -1.17076 5.39058
H -5.73645 -0.89632 7.04381
H -4.92632 -2.28278 7.15986
C 0.91352 0.48080 -4.25646
O 0.70747 0.20881 -5.63518
C 0.22488 -1.08833 -5.88855
C 0.61042 -1.52090 -7.30142
C 2.11062 -1.61570 -7.50766
N 0.00246 -0.68885 -8.37144
H 1.81228 -0.06944 -3.95111
H 0.03944 0.12392 -3.70349
H 1.07256 1.54789 -4.13624
H 0.67271 -1.83579 -5.22278
H -0.86218 -1.13584 -5.77649
H 0.23993 -2.54522 -7.42147
H 2.64800 -0.69911 -7.25340
H 2.36353 -1.89556 -8.53133
H 2.53572 -2.40311 -6.87642
H 0.73512 -0.10484 -8.75858
H -0.63993 -0.05616 -7.90285
C 1.40646 3.13189 3.36780
O 1.26047 4.25733 2.50955
C 0.23594 5.14663 2.94395
C 0.63696 6.54424 2.47196
C 2.09588 6.91652 2.83596
N -0.28484 7.63019 2.78492
H 1.99267 3.46214 4.23752
H 1.92462 2.37424 2.78457
H 0.46352 2.77666 3.79704
H -0.65819 4.83107 2.39237
H -0.03349 5.04390 3.99978
H 0.68495 6.40846 1.38541
H 2.37475 7.86645 2.38648
H 2.77139 6.11746 2.53320
H 2.14146 7.02466 3.92522
H -0.14630 7.92054 3.74787
H -0.03883 8.42984 2.21599
C 5.13035 -1.87587 2.21495
C 3.99008 -0.94932 1.76846
C 4.44100 -0.08455 0.59411
O 2.93039 -1.81700 1.39606
H 5.98213 -1.31107 2.61398
H 5.59455 -2.45938 1.41882
H 4.80301 -2.51247 3.03746
H 3.67279 -0.37774 2.64468
H 3.57681 0.57700 0.44091
H 4.66781 -0.71024 -0.26532
H 5.27458 0.58576 0.80012
H 2.29147 -1.30042 0.87869
C -0.77607 0.28892 1.37132
C -0.29761 -0.80664 0.41928
C -1.27400 -1.11986 -0.71483
O 0.94538 -0.43022 -0.14831
H 0.05951 0.59702 2.01222
H -1.48276 -0.12325 2.09547
H -1.05394 1.23735 0.90566
H -0.15715 -1.69718 1.03842
H -2.15440 -1.65483 -0.34720
H -0.72018 -1.67317 -1.47068
H -1.71261 -0.20309 -1.12234
H 0.77526 0.36955 -0.68857
C 2.71728 -3.25103 -1.77350
O 1.85874 -3.00298 -2.90020
H 2.27767 -2.71834 -0.93175
H 2.87450 -4.29089 -1.48805
H 3.71334 -2.84901 -1.97419
H 2.30765 -2.34305 -3.43047
C -2.98998 -1.89057 -3.64921
O -3.44197 -2.22719 -4.96576
H -1.96551 -2.23148 -3.46726
H -2.97157 -0.79817 -3.58032
H -3.63913 -2.42994 -2.95536
H -4.26437 -2.70797 -4.92110
C 1.23652 3.22883 -1.09232
O 1.51058 1.85670 -1.35700
H 1.48491 3.90215 -1.91928
H 0.19607 3.41878 -0.83696
H 1.85567 3.48849 -0.22664
H 2.46548 1.78793 -1.44933
C -1.63519 -5.18143 -0.66234
O -2.86188 -5.89298 -0.59947
H -0.84250 -5.82525 -0.27826
H -1.37232 -4.81327 -1.65600
H -1.66401 -4.30297 -0.01921
H -2.69131 -6.80053 -0.85890

22
Properties=species:S:1:pos:R:3 method="wB97M-V/def2-TZVPD" orbital_gap_ev="4.4 / 4.2" total_charge=+2 de_lowest_ev=8.630 spin_multiplicity=2 e_tot_ev=-9856.444
C 1.26275 -1.68934 -1.23621
C -0.12075 -1.45936 -0.80494
C -0.48908 0.07078 -0.81987
C -0.25616 0.59272 0.65045
C -0.36879 2.11917 0.77310
N -0.02602 2.46409 2.13700
N 1.02573 0.11440 1.08616
N -1.01522 -2.18829 -1.75029
H 1.92553 -1.09462 -0.63264
H 1.57019 -1.35918 -2.23958
H 1.52456 -2.69272 -1.28749
H -0.23806 -1.84766 0.23481
H 0.30973 0.62154 -1.48063
H -1.57602 0.20129 -1.20888
H 0.25449 2.60218 0.09160
H -1.47439 2.36984 0.63265
H 0.30140 1.75362 2.69202
H -0.64449 3.13947 2.56820
H -1.02901 0.17981 1.23488
H 1.65808 0.82909 1.02283
H -1.94881 -2.14983 -1.39461
H -0.69243 -3.08804 -1.91844

18
Properties=species:S:1:pos:R:3 method="wB97M-V/def2-TZVPD" orbital_gap_ev="8.1 / 8.1" de_lowest_ev=4.051 e_tot_ev=-17315.804
C 1.56636 1.12053 -1.31753
C 0.32169 0.66784 -1.35574
Si -0.87711 0.16199 -0.12050
C -1.53566 1.37628 1.22515
O -1.99530 -1.02019 -0.43926
C -1.70658 -2.28546 -0.93710
H 1.96510 1.69900 -2.13880
H 2.12108 0.80634 -0.46445
H -1.89076 0.75077 1.98751
H -0.69455 1.90699 1.61953
H -2.34628 2.02204 0.84772
H -2.24475 -3.03944 -0.33760
H -0.62269 -2.60434 -0.74145
H -2.11964 -2.24235 -1.98651
C 2.47827 0.16268 1.03567
O 1.61154 -0.67286 1.18238
H 3.59187 -0.01512 0.70167
H 2.37741 1.20529 1.23931

18
Properties=species:S:1:pos:R:3 method="wB97M-V/def2-TZVPD" orbital_gap_ev=12.4 total_charge=+1 de_lowest_ev=3.801 e_tot_ev=-8333.318
C 1.11691 -1.30891 0.10151
N 0.61604 0.06753 0.12451
C -1.06761 -0.25183 0.47680
C -1.92575 -0.18820 -0.63916
N -1.97448 0.79503 0.48025
C 1.39408 1.11635 0.57526
C 1.01910 1.10727 -0.88053
H 0.41601 -1.88239 -0.57986
H 2.18588 -1.46293 -0.12057
H 1.00194 -1.70207 1.12843
H -0.99319 -1.01793 1.19998
H -1.47676 -0.01938 -1.71423
H -2.64795 -0.96561 -0.53645
H -2.80823 0.46604 1.09674
H 2.42489 0.96061 0.93548
H 0.86455 1.84020 1.23852
H 0.21235 1.71530 -1.23989
H 1.64224 0.73092 -1.64679

75
Properties=species:S:1:pos:R:3 method="wB97M-V/def2-TZVPD" orbital_gap_ev=10.6 e_tot_ev=-166496.779
C 4.93498 1.50138 1.29839
C 3.90355 1.22397 0.20733
Cl 4.02769 2.56301 -0.97609
C 2.48230 1.32371 0.78697
Cl 2.26168 2.89177 1.63005
O 2.25999 0.21440 1.64602
S 0.77340 0.25832 2.35676
O 0.59398 -1.04597 2.89045
O -0.33435 0.43642 1.09634
P -1.22258 1.78597 1.07346
O -0.80753 2.68760 0.03510
O -2.68575 1.27221 0.78816
O -1.22294 2.49088 2.46751
H 4.58219 1.06295 2.22995
H 5.90732 1.11911 1.00941
H 5.05510 2.56376 1.45376
H 4.06515 0.26966 -0.27665
H 1.79197 1.27894 -0.05022
H -3.26415 1.91967 1.23300
H -0.68064 3.30124 2.41883
C -0.99877 -0.11843 -3.54915
C -0.56165 -0.39064 -2.12936
O 0.39836 -1.45645 -2.23616
S 1.19003 -1.30930 -3.62947
O 2.42023 -0.65292 -3.38420
O 1.11938 -2.54880 -4.30830
O 0.19728 -0.26577 -4.32770
H -1.72502 -0.85823 -3.89196
H -1.41278 0.87809 -3.67182
H -1.38833 -0.68289 -1.49021
H -0.05828 0.47680 -1.69667
C 6.30373 3.55328 -6.23534
C 5.16868 4.47659 -5.84842
O 4.78283 4.03947 -4.54044
S 6.07020 3.49377 -3.75454
O 6.56619 4.52497 -2.92039
O 5.77853 2.20047 -3.26550
O 7.04454 3.36229 -5.02460
H 5.93212 2.58204 -6.56789
H 6.94350 3.97921 -7.00341
H 4.32591 4.41424 -6.53077
H 5.50476 5.51339 -5.77775
C 0.05570 -1.46959 7.13330
C -0.58643 -0.91927 5.87944
O -1.36656 0.19549 6.33667
S -0.63643 0.88163 7.58825
O 0.10978 1.99510 7.13052
O -1.57052 0.99006 8.64493
O 0.38827 -0.31063 7.90767
H -0.64578 -2.07759 7.70828
H 0.94839 -2.05162 6.92176
H -1.22027 -1.64619 5.37992
H 0.15930 -0.55299 5.17773
C -5.75029 -1.84595 0.80380
C -7.13945 -1.96131 0.22310
O -7.40659 -0.66064 -0.31753
S -6.04545 -0.00736 -0.85547
O -5.95664 -0.22176 -2.25148
O -5.90702 1.28155 -0.28230
O -5.03904 -1.01860 -0.12507
H -5.76205 -1.34273 1.77323
H -5.25838 -2.81099 0.90056
H -7.88564 -2.22209 0.96781
H -7.17107 -2.68513 -0.59369
C -0.89687 -4.28229 -0.66316
C -1.81903 -3.20874 -0.14349
O -3.02664 -3.37813 -0.87940
S -3.23657 -4.93509 -1.21606
O -4.11543 -5.48946 -0.24992
O -3.47112 -5.06437 -2.60343
O -1.74494 -5.42292 -0.87368
H -0.45770 -4.00146 -1.62198
H -0.10491 -4.52097 0.04121
H -1.42098 -2.21274 -0.29274
H -2.04245 -3.35337 0.91681